No. 1
Molecular formula: C22H17Co2N2O8
Method: DFT, the ωB97M-V functional and the def2-TZVPD basis

Properties
- LUMO energy: 2.126 eV
- E: -4325.40790 Ha
- Energy above the lowest of the compared OMol25 structures with the same formula, charge and spin: 0.000 eV
- Molecular weight: 555.25 g mol⁻¹

ORCA input file:
```
! wB97M-V def2-TZVPD RIJCOSX def2/J DEFGRID3
* xyz -1 1
Co -0.815 0.151 3.934
Co 0.970 -1.116 2.589
O 2.048 1.272 3.934
O -1.124 -3.870 -3.264
O -3.495 -0.594 4.852
O 3.712 -2.067 2.726
O -0.610 1.990 6.193
O 1.132 -0.069 -0.162
O -1.561 1.833 1.646
O -8.355 -7.816 -3.213
N -3.363 -6.517 -1.025
N 0.437 -3.565 -1.590
C -4.617 -6.942 -1.556
C -3.010 -6.806 0.283
C 1.289 0.456 3.560
C -1.372 -5.169 -1.251
C -5.743 -6.992 -0.722
C -4.759 -7.257 -2.919
C -0.887 -5.439 0.133
C -0.683 -4.176 -2.146
C -2.432 -0.310 4.475
C -0.921 -3.081 1.211
C -9.578 -7.552 -2.471
C -6.002 -7.588 -3.434
C -6.998 -7.308 -1.235
C -0.692 1.272 5.290
C -2.479 -5.758 -1.794
C -1.826 -6.375 0.807
C -7.155 -7.579 -2.615
C -0.227 -2.389 2.215
C -0.335 -1.897 3.493
C -1.271 1.152 2.531
C 1.018 -0.465 0.926
C 2.595 -1.734 2.687
H -5.641 -6.743 0.334
H -7.853 -7.317 -0.564
H -9.616 -8.126 -1.528
H -1.568 -6.731 1.803
H -0.693 -4.416 0.806
H 0.173 -5.807 0.160
H -3.734 -7.449 0.828
H -9.688 -6.470 -2.270
H -0.720 -2.679 0.195
H -10.350 -7.898 -3.163
H 1.096 -4.113 -1.034
H 0.868 -2.869 -2.189
H -0.596 -2.429 4.414
H -3.889 -7.266 -3.574
H -2.803 -5.612 -2.840
H -6.128 -7.830 -4.483
H -1.947 -3.438 1.475
*
```

Atomic partial charges in e from the Löwdin method, atoms 1 to 2: Co -0.0202; Co 0.0482

No. 2
Molecular formula: C22H17F4O4S2
Method: DFT, the ωB97M-V functional and the def2-TZVPD basis

Properties
- LUMO energy: 1.821 eV
- E: -2345.34753 Ha
- Molecular weight: 485.50 g mol⁻¹

ORCA input file:
```
! wB97M-V def2-TZVPD RIJCOSX def2/J DEFGRID3
* xyz -1 1
S -1.570 -2.828 2.750
S 0.002 -1.761 -2.096
F -0.544 5.491 -3.503
F -2.502 5.002 -2.628
F -2.038 4.422 -4.710
F -0.362 -3.901 3.048
O -1.302 -2.384 -2.130
O -2.419 -2.905 3.900
O -2.072 -3.210 1.460
O 0.631 -1.438 -3.363
C -1.011 -0.223 2.045
C -0.663 -1.353 2.694
C 2.176 -3.430 -1.991
C 0.458 3.598 3.326
C -1.246 0.852 -2.723
C -0.549 1.076 2.517
C 3.001 -4.375 -1.373
C 2.677 -4.878 -0.107
C 0.461 2.014 -1.448
C -1.510 4.524 -3.452
C 1.248 2.446 3.440
C -0.992 3.218 -2.936
C 0.674 -3.525 -0.086
C 1.033 -2.995 -1.322
C 1.513 -4.451 0.538
C 0.744 1.197 3.073
C -0.877 3.467 2.911
C -0.266 0.811 -1.680
C 0.038 -0.414 -1.008
C 0.083 3.206 -2.052
C -1.620 2.036 -3.320
C -1.382 2.226 2.515
H 1.347 1.944 -0.810
H 0.787 -0.453 -0.201
H -2.428 2.107 2.204
H 1.356 0.296 3.163
H 3.332 -5.601 0.374
H 2.402 -3.010 -2.973
H 0.859 4.581 3.592
H 1.248 -4.832 1.524
H -0.259 -3.199 0.370
H 2.266 2.533 3.820
H 0.140 -1.397 3.430
H -1.735 -0.055 -3.078
H -1.528 4.345 2.895
H -2.386 2.045 -4.089
H 3.900 -4.701 -1.897
H -1.745 -0.243 1.229
H 0.629 4.122 -1.843
*
```

Atomic partial charges in e from the Löwdin method, atoms 1 to 2: S 0.6664; S 0.6318

No. 3
Molecular formula: C22H17F5N4O13TeV
Method: DFT, the ωB97M-V functional and the def2-TZVPD basis

Properties
- LUMO energy (alpha / beta): 1.047 / 1.052 eV
- E: -3757.09349 Ha
- Energy above the lowest of the compared OMol25 structures with the same formula, charge and spin: 2.405 eV
- Molecular weight: 818.93 g mol⁻¹

ORCA input file:
```
! wB97M-V def2-TZVPD RIJCOSX def2/J DEFGRID3
* xyz -1 3
Te 0.020 2.682 2.626
V 0.271 -0.238 0.936
F 1.011 3.025 4.196
F -1.811 2.950 2.223
F -0.111 4.561 2.657
F -0.998 1.834 4.050
F 1.712 3.197 1.849
O 0.885 1.110 -0.458
O 2.303 7.237 -3.986
O -3.736 0.417 0.680
O -1.565 0.153 1.063
O -4.789 -2.529 -4.658
O -5.822 -1.218 -3.300
O 2.170 -1.063 0.590
O -0.256 -1.492 -0.545
O 0.822 -3.104 -2.266
O 0.660 0.977 2.361
O -0.282 2.745 0.481
O -0.372 -3.816 -3.894
O 3.696 5.759 -4.683
N -0.067 -1.764 2.485
N -0.223 -3.136 -2.893
N 2.719 6.097 -4.044
N -4.822 -1.790 -3.689
C 2.871 -1.924 1.504
C 0.245 -3.074 2.468
C -1.372 -2.341 -2.438
C -1.106 -2.054 4.621
C -2.506 -2.415 -3.222
C -3.637 -0.936 -1.696
C 0.986 -3.631 1.284
C 0.523 2.309 -0.381
C 2.147 5.112 -3.101
C 2.663 3.829 -3.090
C 1.122 5.512 -2.263
C -0.781 -3.397 4.614
C 2.120 2.909 -2.213
C -3.626 -1.707 -2.854
C 0.593 4.586 -1.380
C -2.518 -0.839 -0.905
C 1.088 3.287 -1.361
C -0.098 -3.908 3.523
C -2.651 -0.018 0.363
C -0.733 -1.273 3.542
C -1.320 -1.535 -1.253
C 2.498 -3.382 1.328
H -0.191 4.856 -0.687
H 3.943 -1.772 1.370
H 0.812 -4.707 1.240
H 2.598 -1.556 2.491
H -2.507 -3.021 -4.114
H -1.057 -4.042 5.438
H 2.960 -3.936 2.150
H 2.253 -1.367 -0.325
H 2.488 1.894 -2.176
H 0.165 -4.956 3.472
H 0.760 6.528 -2.305
H 3.469 3.569 -3.760
H -4.527 -0.404 -1.390
H 2.934 -3.768 0.401
H 0.584 -3.202 0.369
H -0.965 -0.218 3.517
H -1.643 -1.600 5.441
*
```

Atomic partial charges in e from the Löwdin method, atoms 1 to 2: Te 1.9067; V 1.0340

No. 4
Molecular formula: C22H17N2O2ReS
Method: DFT, the ωB97M-V functional and the def2-TZVPD basis

Properties
- LUMO energy (alpha / beta): -4.363 / -4.712 eV
- E: -1584.66463 Ha
- Energy above the lowest of the compared OMol25 structures with the same formula, charge and spin: 0.000 eV
- Molecular weight: 559.66 g mol⁻¹

ORCA input file:
```
! wB97M-V def2-TZVPD RIJCOSX def2/J DEFGRID3
* xyz 1 2
Re 0.955 -0.265 -0.574
S 2.644 -0.026 -1.985
O 0.131 -1.953 -0.010
O 1.737 -0.606 1.232
N 0.507 -2.340 1.232
N 1.292 -1.637 1.896
C -2.113 2.571 -0.087
C 0.796 1.520 -3.383
C 1.142 0.239 -2.891
C -1.222 -4.037 1.187
C 0.452 4.884 1.299
C -0.134 3.731 0.722
C -1.525 3.678 0.462
C 1.790 4.922 1.567
C -1.315 1.462 -0.418
C -1.442 0.725 -3.809
C -1.121 -0.523 -3.349
C 0.679 2.615 0.413
C 2.597 3.806 1.270
C 0.066 -5.384 3.264
C 0.185 -0.792 -2.880
C 0.053 1.470 -0.181
C 0.619 -4.213 2.773
C -0.470 1.747 -3.843
C -1.752 -5.214 1.692
C -1.113 -5.882 2.726
C 2.058 2.682 0.706
C -0.047 -3.564 1.745
H -2.439 0.922 -4.179
H 3.656 3.837 1.493
H 0.499 -1.823 -2.746
H 1.538 2.308 -3.375
H 2.698 1.836 0.486
H -1.534 -6.800 3.113
H 0.565 -5.912 4.064
H 2.234 5.804 2.009
H -1.708 -3.499 0.387
H -1.852 -1.321 -3.367
H -3.178 2.545 -0.274
H -0.731 2.722 -4.232
H -2.128 4.542 0.715
H -0.183 5.731 1.525
H 1.541 -3.818 3.173
H -2.670 -5.605 1.275
H -1.783 0.597 -0.872
*
```

Atomic partial charges in e from the Löwdin method, atoms 1 to 2: Re 1.3007; S 0.7412

No. 5
Molecular formula: C22H17N4O6PtS3
Method: DFT, the ωB97M-V functional and the def2-TZVPD basis

Properties
- LUMO energy: -5.975 eV
- E: -2832.58748 Ha
- Energy above the lowest of the compared OMol25 structures with the same formula, charge and spin: 0.368 eV
- Molecular weight: 724.68 g mol⁻¹

ORCA input file:
```
! wB97M-V def2-TZVPD RIJCOSX def2/J DEFGRID3
* xyz 1 1
Pt 0.192 -0.073 0.504
S -0.899 1.712 1.587
S 2.603 -0.667 2.106
S 2.385 -0.533 -1.431
O 2.695 -1.206 3.423
O 1.365 0.278 2.079
O 1.771 0.580 -0.570
O 3.776 -0.329 -1.605
O 1.551 -0.768 -2.577
O 3.733 -0.085 1.478
N -1.143 -0.714 1.896
N -0.425 2.189 -1.248
N -0.995 -0.499 -1.131
N -1.073 1.725 -2.185
C 2.063 -1.973 -0.383
C -0.619 5.816 -2.010
C -1.442 0.386 2.580
C -0.183 3.585 -1.286
C 1.394 -4.328 0.969
C 0.433 6.263 -1.217
C -2.030 0.351 3.831
C 0.864 4.023 -0.479
C 1.179 5.372 -0.457
C -2.170 -1.509 -3.432
C -1.895 -0.166 -3.311
C -1.285 -1.811 -1.253
C 1.638 -3.169 1.679
C 1.821 -3.155 -1.085
C -2.327 -0.898 4.342
C -0.932 4.470 -2.058
C -1.866 -2.350 -2.370
C -1.299 0.321 -2.153
C -1.394 -1.932 2.400
C -2.015 -2.052 3.620
C 1.986 -1.981 1.022
C 1.505 -4.324 -0.422
H 1.630 -3.164 2.761
H 1.443 3.302 0.085
H 1.159 -5.245 1.494
H -2.620 -1.896 -4.336
H 1.880 -3.132 -2.166
H -2.111 0.543 -4.096
H -1.745 4.106 -2.669
H 0.669 7.319 -1.189
H -1.104 -2.787 1.807
H -1.010 -2.443 -0.419
H -2.224 1.263 4.377
H -2.782 -0.982 5.320
H -1.193 6.524 -2.592
H -2.068 -3.411 -2.403
H 1.350 -5.237 -0.982
H -2.239 -3.034 4.009
H 2.003 5.724 0.148
*
```

Atomic partial charges in e from the Löwdin method, atoms 1 to 2: Pt 1.3184; S 0.9174

Question: Which of these has the highest molecular weight?
Answer: C22H17F5N4O13TeV

Question: Which value of E does entry 3 give?
Answer: -3757.09349 Ha

Question: The highest molecular weight belongs to which entry?
Answer: C22H17F5N4O13TeV

Question: Which value of molecular weight does entry 2 give?
Answer: 485.50 g mol⁻¹